(1)
Computed, not measured: 2 unconnected molecules or ions with the total composition C4H7N3O, with ωB97M-V/def2-TZVPD.

Positions of all 15 atoms, in Å:
1 C -1.37 1.05 -1.58
2 C 0.24 -1.58 0.34
3 C 0.71 -0.18 0.09
4 N 0.58 0.63 2.21
5 O -1.65 0.74 -0.43
6 N 1.02 0.71 0.95
7 C 0.98 0.15 -1.30
8 N 1.44 0.22 -2.36
9 H 0.62 1.51 2.69
10 H -0.22 0.04 2.40
11 H -1.64 0.41 -2.43
12 H -1.06 2.08 -1.84
13 H -0.74 -1.56 0.82
14 H 0.14 -2.14 -0.58
15 H 0.95 -2.09 1.01

The multiplicity is 1. The molecular weight is 113.12 g mol⁻¹. The gap between HOMO and LUMO comes out at 9.4896 eV. Its SMILES is C/C(C#N)=N\N.C=O. The value obtained for the largest force on an atom is 2.3 eV/Å. As for the charge: 0. The LUMO energy comes out at 0.536 eV. The energy above the lowest of the compared OMol25 structures with the same formula, charge and spin comes out at 75.6 kcal per mole.

=====

(2)
Computed, not measured: 11 unconnected molecules or ions with the total composition CH23O10S, with ωB97M-V/def2-TZVPD.

Positions of all 35 atoms, in Å:
1 C -1.47 2.16 -1.62
2 S -1.04 1.14 -3.14
3 H -1.08 3.16 -1.74
4 H -2.54 2.11 -1.49
5 H -0.94 1.72 -0.78
6 H 1.03 2.18 -1.51
7 H 2.40 1.91 -0.93
8 O 1.75 2.61 -1.02
9 H 0.90 -0.44 -0.33
10 H 2.02 -0.41 -1.46
11 O 1.82 -0.25 -0.53
12 H 0.05 -1.03 -2.45
13 H -0.19 -2.33 -3.11
14 O 0.53 -1.87 -2.65
15 H 0.09 2.78 2.04
16 H 1.06 2.59 0.79
17 O 0.90 2.37 1.72
18 H 2.13 0.70 2.33
19 H 2.81 -0.13 1.34
20 O 2.33 -0.24 2.17
21 H -0.71 -3.54 0.29
22 H -2.03 -2.87 0.38
23 O -1.48 -3.47 0.90
24 H 1.10 -2.79 -0.90
25 H 1.00 -2.26 0.58
26 O 1.10 -3.04 0.04
27 H -1.59 1.13 2.65
28 H -1.63 1.98 1.34
29 O -2.17 1.56 2.01
30 H -1.64 -0.40 0.37
31 H -1.46 -0.43 -1.03
32 O -2.19 -0.60 -0.40
33 H -0.81 -1.85 2.38
34 H 0.46 -1.00 1.98
35 O -0.48 -1.14 1.82

The multiplicity is 1. The molecular weight is 227.25 g mol⁻¹. The gap between HOMO and LUMO comes out at 6.5304 eV. The value obtained for the largest force on an atom is 1.6 eV/Å. As for the charge: -1. The LUMO energy comes out at 2.725 eV.

=====

(3)
Computed, not measured: a single C17H20N2O5S molecule, with ωB97M-V/def2-TZVPD.

Positions of all 45 atoms, in Å:
1 C -3.51 -3.05 1.06
2 C -2.17 -2.70 0.50
3 C -1.89 -1.40 0.10
4 C -0.68 -1.05 -0.44
5 C 0.33 -2.00 -0.57
6 C 0.06 -3.31 -0.18
7 C -1.17 -3.66 0.35
8 H -1.36 -4.68 0.65
9 H 0.84 -4.05 -0.30
10 C 1.67 -1.70 -1.14
11 O 2.34 -2.53 -1.73
12 N 2.08 -0.41 -0.97
13 H 1.56 0.19 -0.36
14 C 3.40 0.04 -1.38
15 C 4.28 0.28 -0.20
16 C 5.25 -0.47 0.38
17 C 5.71 0.27 1.50
18 C 4.98 1.42 1.51
19 O 4.11 1.44 0.49
20 H 4.99 2.27 2.17
21 H 6.47 -0.02 2.19
22 H 5.59 -1.43 0.06
23 H 3.82 -0.76 -2.00
24 H 3.30 0.95 -1.97
25 H -0.54 -0.04 -0.79
26 S -3.18 -0.15 0.26
27 O -3.58 -0.08 1.64
28 O -4.19 -0.39 -0.73
29 N -2.35 1.26 -0.16
30 C -3.12 2.22 -0.94
31 H -3.59 1.68 -1.76
32 C -2.15 3.29 -1.45
33 O -1.48 3.92 -0.39
34 C -0.76 2.99 0.39
35 C -1.68 1.90 0.95
36 H -1.11 1.15 1.49
37 H -2.41 2.35 1.64
38 H -0.30 3.56 1.20
39 H 0.02 2.52 -0.22
40 H -2.69 4.07 -1.98
41 H -1.42 2.82 -2.13
42 H -3.90 2.69 -0.32
43 H -3.69 -2.50 1.98
44 H -3.59 -4.12 1.26
45 H -4.29 -2.75 0.36

The multiplicity is 1. The molecular weight is 364.42 g mol⁻¹. The gap between HOMO and LUMO comes out at 9.3332 eV. Its SMILES is Cc1ccc(C(=O)NCc2ccco2)cc1S(=O)(=O)N1CCOCC1. The value obtained for the largest force on an atom is 1.1 eV/Å. As for the charge: 0. The LUMO energy comes out at 0.437 eV. The energy above the lowest of the compared OMol25 structures with the same formula, charge and spin comes out at 44.3 kcal per mole.

=====

(4)
Computed, not measured: a molecular structure, C34H94N8O12V2, with ωB97M-V/def2-TZVPD.

Positions of all 150 atoms, in Å:
1 O -3.02 2.15 1.56
2 V -3.65 1.39 0.36
3 O -0.58 2.67 -3.10
4 V -1.96 2.65 -2.31
5 O -3.69 2.89 -1.05
6 H -4.58 3.22 -1.21
7 C 0.35 0.27 0.50
8 C -0.55 0.24 -0.76
9 O -1.70 1.06 -0.68
10 H 1.10 -0.52 0.35
11 H -0.23 0.15 1.42
12 H 0.93 1.19 0.45
13 H -0.83 -0.82 -0.81
14 H 0.02 0.46 -1.66
15 C 1.20 4.32 -0.56
16 C -0.09 3.95 0.12
17 C -0.32 4.79 1.39
18 O -1.59 4.51 1.92
19 C -1.75 4.92 3.25
20 N -1.21 4.18 -0.85
21 H 1.32 3.68 -1.43
22 H 2.09 4.21 0.08
23 H 1.29 5.38 -0.81
24 H -0.24 2.93 0.46
25 H -0.22 5.86 1.16
26 H 0.42 4.46 2.13
27 H -1.37 4.17 3.95
28 H -2.79 5.12 3.47
29 H -1.13 5.79 3.50
30 H -1.15 5.15 -1.17
31 H -2.01 4.23 -0.20
32 C -4.67 -2.34 2.38
33 C -4.31 -0.87 2.44
34 C -4.06 -0.40 3.86
35 O -3.82 1.01 3.96
36 C -2.64 1.30 4.66
37 N -3.21 -0.55 1.49
38 H -5.19 -2.56 1.45
39 H -5.29 -2.57 3.25
40 H -3.80 -2.97 2.53
41 H -5.17 -0.25 2.11
42 H -3.18 -0.90 4.28
43 H -4.94 -0.56 4.49
44 H -1.75 0.93 4.13
45 H -2.51 0.93 5.69
46 H -2.57 2.38 4.77
47 H -3.10 -1.32 0.82
48 H -2.29 -0.72 1.91
49 C -1.94 -0.83 -4.40
50 C -2.32 0.58 -4.79
51 C -3.19 0.65 -6.04
52 O -3.48 1.98 -6.31
53 C -4.58 2.15 -7.22
54 N -3.04 1.25 -3.68
55 H -1.22 -0.79 -3.58
56 H -1.47 -1.41 -5.19
57 H -2.83 -1.37 -4.07
58 H -1.40 1.13 -5.01
59 H -4.07 0.01 -5.84
60 H -2.75 0.03 -6.83
61 H -4.33 1.63 -8.14
62 H -4.77 3.21 -7.32
63 H -5.50 1.79 -6.74
64 H -3.74 1.85 -4.12
65 H -3.58 0.51 -3.22
66 C 0.81 2.34 4.01
67 C 2.14 2.12 3.30
68 C 3.23 3.02 3.83
69 O 4.35 2.96 2.93
70 C 5.22 4.06 3.10
71 N 2.52 0.67 3.46
72 H 0.79 1.74 4.92
73 H -0.01 2.13 3.33
74 H 0.76 3.35 4.42
75 H 1.87 2.30 2.25
76 H 3.54 2.75 4.85
77 H 2.93 4.07 3.84
78 H 4.95 4.91 2.46
79 H 6.23 3.73 2.87
80 H 5.24 4.36 4.15
81 H 3.47 0.58 3.10
82 H 1.89 0.30 2.75
83 C 3.23 -2.95 1.67
84 C 4.40 -3.37 2.56
85 C 4.84 -2.29 3.52
86 O 5.02 -1.07 2.83
87 C 5.56 -0.03 3.63
88 N 3.94 -4.55 3.34
89 H 3.24 -1.86 1.52
90 H 2.23 -3.09 2.08
91 H 3.18 -3.28 0.63
92 H 5.20 -3.67 1.87
93 H 5.79 -2.57 3.98
94 H 4.07 -2.12 4.27
95 H 5.68 0.86 3.02
96 H 6.57 -0.31 3.95
97 H 4.94 0.24 4.48
98 H 4.61 -4.93 4.00
99 H 3.83 -5.26 2.62
100 C -1.28 -6.98 -2.40
101 C -0.82 -5.76 -1.61
102 C 0.58 -5.28 -2.01
103 O 0.92 -4.11 -1.31
104 C 1.17 -2.94 -2.04
105 N -1.76 -4.67 -1.92
106 H -0.50 -7.75 -2.40
107 H -1.38 -6.73 -3.45
108 H -2.14 -7.53 -2.01
109 H -0.86 -5.92 -0.53
110 H 0.52 -5.15 -3.09
111 H 1.39 -6.02 -1.93
112 H 1.09 -2.11 -1.33
113 H 0.49 -2.74 -2.88
114 H 2.18 -2.91 -2.45
115 H -2.67 -5.03 -1.61
116 H -1.57 -3.85 -1.35
117 C -0.64 -3.23 5.25
118 C 0.53 -2.63 4.44
119 C 0.00 -1.72 3.38
120 O -1.12 -2.21 2.62
121 C -0.65 -3.12 1.63
122 N 1.44 -1.88 5.34
123 H -0.31 -3.51 6.25
124 H -1.09 -4.06 4.69
125 H -1.46 -2.51 5.27
126 H 1.10 -3.45 4.00
127 H 0.79 -1.39 2.70
128 H -0.27 -0.72 3.75
129 H -1.53 -3.60 1.19
130 H -0.10 -4.00 1.96
131 H -0.05 -2.65 0.84
132 H 1.73 -1.02 4.86
133 H 2.33 -2.37 5.27
134 C 0.52 1.38 -8.32
135 C 0.59 2.28 -7.08
136 C 1.57 1.71 -6.07
137 O 0.89 0.74 -5.27
138 C 1.70 0.15 -4.29
139 N 0.91 3.65 -7.45
140 H 0.94 0.38 -8.14
141 H 1.10 1.75 -9.17
142 H -0.48 1.14 -8.68
143 H -0.38 2.29 -6.56
144 H 1.89 2.48 -5.36
145 H 2.37 1.18 -6.59
146 H 1.99 0.80 -3.46
147 H 2.59 -0.24 -4.79
148 H 1.26 -0.75 -3.84
149 H 1.68 3.74 -8.11
150 H 1.20 4.22 -6.67

The multiplicity is 3. The molecular weight is 909.06 g mol⁻¹. The gap between HOMO and LUMO (spin up / spin down) comes out at 5.4423 / 5.7373 eV. The value obtained for the largest force on an atom is 6.0 eV/Å. As for the charge: +2. The LUMO energy (spin up / spin down) comes out at -7.287 / -6.992 eV.

=====

(5)
Computed, not measured: 9 unconnected molecules or ions with the total composition C36H55N9, with ωB97M-V/def2-TZVPD.

Positions of all 100 atoms, in Å:
1 C -3.67 5.46 -3.23
2 C -4.01 3.96 -3.33
3 C -3.80 3.31 -4.72
4 C -2.53 3.65 -5.32
5 N -1.52 3.90 -5.80
6 H -4.54 6.03 -3.54
7 H -2.71 5.81 -3.60
8 H -3.68 5.72 -2.17
9 H -5.04 3.83 -3.00
10 H -3.34 3.51 -2.60
11 H -4.63 3.77 -5.28
12 H -3.99 2.24 -4.77
13 C -1.50 -3.05 1.86
14 C -1.93 -1.84 2.70
15 C -0.89 -0.73 2.77
16 C 0.46 -1.07 3.22
17 N 1.49 -1.40 3.61
18 H -0.44 -3.23 2.06
19 H -1.77 -2.90 0.82
20 H -1.96 -3.98 2.19
21 H -2.15 -2.14 3.73
22 H -2.84 -1.41 2.29
23 H -1.23 0.11 3.37
24 H -0.80 -0.32 1.76
25 C -3.52 -1.13 -0.95
26 C -4.04 -0.78 -2.37
27 C -3.76 -1.90 -3.37
28 C -2.39 -1.96 -3.78
29 N -1.29 -2.06 -4.11
30 H -2.44 -1.27 -1.01
31 H -4.11 -1.95 -0.55
32 H -3.71 -0.25 -0.33
33 H -3.55 0.13 -2.73
34 H -5.11 -0.58 -2.33
35 H -4.39 -1.68 -4.25
36 H -4.19 -2.85 -3.07
37 C 5.70 -4.23 3.63
38 C 4.22 -4.01 3.18
39 C 4.24 -3.25 1.86
40 C 2.98 -2.93 1.17
41 N 2.02 -2.63 0.61
42 H 5.84 -5.29 3.86
43 H 5.99 -3.61 4.48
44 H 6.43 -3.98 2.86
45 H 3.74 -3.43 3.96
46 H 3.81 -5.02 3.12
47 H 4.90 -3.71 1.12
48 H 4.64 -2.24 2.04
49 C 4.52 0.12 -1.46
50 C 5.86 0.62 -0.87
51 C 6.10 2.10 -1.14
52 C 5.21 3.05 -0.47
53 N 4.52 3.83 0.02
54 H 4.44 -0.96 -1.42
55 H 4.44 0.41 -2.51
56 H 3.67 0.60 -0.97
57 H 6.60 -0.01 -1.36
58 H 5.89 0.36 0.19
59 H 6.17 2.17 -2.23
60 H 7.12 2.31 -0.80
61 N -5.56 2.27 1.56
62 C -4.52 2.04 0.68
63 C -3.48 1.68 1.49
64 C -3.83 1.72 2.86
65 C -5.19 2.05 2.84
66 H -6.52 2.44 1.35
67 H -4.71 2.06 -0.37
68 H -2.55 1.30 1.07
69 H -3.24 1.33 3.68
70 H -5.89 2.10 3.65
71 N 3.23 -4.41 -4.35
72 C 3.61 -4.98 -3.16
73 C 2.87 -4.39 -2.17
74 C 2.00 -3.44 -2.77
75 C 2.22 -3.55 -4.13
76 H 3.70 -4.52 -5.23
77 H 4.42 -5.69 -3.15
78 H 2.85 -4.80 -1.17
79 H 1.33 -2.76 -2.28
80 H 1.82 -2.99 -4.97
81 N -1.11 3.59 4.14
82 C 0.14 3.12 3.83
83 C 0.56 2.32 4.85
84 C -0.44 2.36 5.87
85 C -1.45 3.12 5.37
86 H -1.68 4.19 3.57
87 H 0.51 3.32 2.84
88 H 1.50 1.81 4.96
89 H -0.48 1.78 6.78
90 H -2.41 3.37 5.80
91 N 0.83 0.12 -0.38
92 C 0.76 1.22 0.42
93 C -0.02 2.14 -0.29
94 C -0.33 1.58 -1.53
95 C 0.17 0.27 -1.56
96 H 1.26 -0.73 -0.04
97 H 1.20 1.21 1.40
98 H -0.41 3.07 0.09
99 H -0.87 2.05 -2.34
100 H 0.14 -0.58 -2.21

The multiplicity is 1. The molecular weight is 613.90 g mol⁻¹. The gap between HOMO and LUMO comes out at 8.1535 eV. Its SMILES is c1cc[nH]c1.c1cc[nH]c1.c1cc[nH]c1.c1cc[nH]c1.CCCC#N.CCCC#N.CCCC#N.CCCC#N.CCCC#N. The value obtained for the largest force on an atom is 2.1 eV/Å. As for the charge: 0. The LUMO energy comes out at 0.363 eV. The energy above the lowest of the compared OMol25 structures with the same formula, charge and spin comes out at 4.2 kcal per mole.

=====

(6)
Computed, not measured: a molecular structure, C14H22BrI2O3P2Sn, with ωB97M-V/def2-TZVPD.

Positions of all 45 atoms, in Å:
1 I 1.86 2.53 2.22
2 I -1.08 2.79 -2.35
3 Sn 0.28 1.88 -0.07
4 P -1.91 2.06 1.40
5 C -2.22 0.64 2.48
6 C -1.88 3.51 2.50
7 H -2.88 3.65 2.92
8 H -4.26 2.54 1.24
9 H -1.59 4.40 1.92
10 H -3.40 2.91 -0.32
11 H -1.27 0.25 2.87
12 H -1.14 3.36 3.30
13 C -3.50 2.20 0.52
14 H -2.85 1.00 3.30
15 H -3.76 1.21 0.12
16 H -2.74 -0.15 1.92
17 P 2.40 1.65 -1.70
18 C 3.20 0.02 -1.53
19 C 2.32 1.88 -3.50
20 H 3.25 3.83 -1.08
21 H 4.46 2.87 -1.98
22 H 4.14 2.53 -0.24
23 C 3.69 2.83 -1.20
24 H 1.69 2.75 -3.73
25 H 3.33 2.04 -3.90
26 H 4.02 -0.04 -2.27
27 H 2.47 -0.78 -1.73
28 H 1.88 0.99 -3.97
29 H 3.61 -0.10 -0.52
30 C 0.60 -0.43 0.44
31 O 1.03 -1.38 0.95
32 Br 0.39 -2.59 -2.41
33 C -0.14 -3.58 -0.87
34 C 0.52 -4.78 -0.59
35 C 0.22 -5.51 0.57
36 C -0.82 -5.08 1.39
37 C -1.51 -3.90 1.09
38 C -1.14 -3.11 0.00
39 C -1.81 -1.77 -0.17
40 O -3.03 -1.66 0.04
41 O -1.07 -0.76 -0.53
42 H 1.30 -5.10 -1.28
43 H 0.81 -6.39 0.80
44 H -1.11 -5.65 2.28
45 H -2.35 -3.56 1.70

The multiplicity is 1. The molecular weight is 752.70 g mol⁻¹. The gap between HOMO and LUMO (spin up / spin down) comes out at 3.5707 / 3.3888 eV. The value obtained for the largest force on an atom is 4.1 eV/Å. As for the charge: +3. The LUMO energy (spin up / spin down) comes out at -13.922 / -14.118 eV. The energy above the lowest of the compared OMol25 structures with the same formula, charge and spin comes out at 5.5 kcal per mole.

=====

(7)
Computed, not measured: 9 unconnected molecules or ions with the total composition C36H51NO20S, with ωB97M-V/def2-TZVPD.

Positions of all 109 atoms, in Å:
1 C 17.03 -8.32 23.80
2 C 16.50 -9.24 22.67
3 O 17.61 -9.61 21.87
4 S 18.89 -8.59 22.10
5 O 19.11 -7.76 20.93
6 O 20.03 -9.16 22.77
7 O 18.02 -7.63 23.16
8 H 17.49 -8.84 24.64
9 H 16.25 -7.64 24.13
10 H 15.66 -8.81 22.13
11 H 16.10 -10.13 23.16
12 C 23.58 -4.49 29.38
13 C 22.27 -5.01 29.36
14 C 22.03 -6.37 29.10
15 C 23.07 -7.21 28.85
16 C 24.38 -6.68 28.95
17 C 24.60 -5.34 29.14
18 N 22.90 -8.65 28.66
19 O 23.72 -9.39 28.15
20 O 21.81 -9.12 28.98
21 H 23.81 -3.46 29.61
22 H 21.52 -4.24 29.52
23 H 20.98 -6.63 29.11
24 H 25.22 -7.33 28.75
25 H 25.64 -5.03 29.16
26 O 11.39 -0.41 20.60
27 C 10.57 -0.45 19.63
28 O 10.67 0.29 18.46
29 C 9.53 0.16 17.54
30 C 8.85 -1.11 18.03
31 C 9.35 -1.31 19.47
32 H 9.98 0.18 16.55
33 H 8.80 0.96 17.65
34 H 9.14 -1.91 17.36
35 H 7.76 -1.09 17.94
36 H 9.61 -2.34 19.69
37 H 8.59 -1.04 20.21
38 O 15.11 4.15 31.43
39 C 16.28 3.79 31.48
40 O 17.27 4.67 31.46
41 C 18.49 4.17 31.74
42 C 18.12 2.77 32.36
43 C 16.84 2.43 31.71
44 H 19.00 4.83 32.43
45 H 19.03 4.13 30.79
46 H 18.03 2.75 33.44
47 H 18.83 1.97 32.20
48 H 16.17 1.91 32.39
49 H 16.98 1.81 30.83
50 O 13.62 -2.95 28.19
51 C 12.70 -2.50 27.64
52 O 12.39 -1.19 27.68
53 C 11.13 -0.85 27.14
54 C 10.62 -2.25 26.79
55 C 11.78 -3.20 26.73
56 H 11.27 -0.26 26.23
57 H 10.48 -0.27 27.79
58 H 9.95 -2.30 25.93
59 H 9.96 -2.60 27.59
60 H 12.14 -3.28 25.71
61 H 11.50 -4.18 27.12
62 O 7.54 -13.52 27.21
63 C 8.74 -13.53 27.49
64 O 9.58 -14.48 27.02
65 C 10.97 -14.25 27.40
66 C 10.87 -13.21 28.51
67 C 9.50 -12.55 28.42
68 H 11.49 -13.91 26.51
69 H 11.35 -15.21 27.72
70 H 11.66 -12.49 28.31
71 H 11.10 -13.57 29.52
72 H 9.60 -11.52 28.07
73 H 9.07 -12.54 29.42
74 O 5.73 4.31 28.49
75 C 5.44 5.11 29.34
76 O 4.16 5.42 29.71
77 C 4.20 6.68 30.46
78 C 5.55 6.72 31.04
79 C 6.38 6.05 29.97
80 H 3.44 6.57 31.24
81 H 3.98 7.58 29.88
82 H 5.60 6.13 31.95
83 H 5.74 7.73 31.40
84 H 7.30 5.51 30.18
85 H 6.66 6.84 29.27
86 O 8.21 -8.29 23.46
87 C 7.02 -7.83 23.34
88 O 6.50 -6.89 24.13
89 C 5.12 -6.67 23.81
90 C 4.81 -7.39 22.50
91 C 5.95 -8.42 22.44
92 H 5.07 -5.61 23.57
93 H 4.53 -7.02 24.66
94 H 4.85 -6.74 21.63
95 H 3.86 -7.93 22.45
96 H 6.29 -8.56 21.41
97 H 5.72 -9.46 22.69
98 O 16.58 -10.82 34.98
99 C 15.85 -9.84 34.64
100 O 15.86 -8.61 35.25
101 C 14.91 -7.72 34.70
102 C 13.92 -8.59 34.01
103 C 14.72 -9.74 33.60
104 H 15.33 -6.92 34.08
105 H 14.39 -7.21 35.51
106 H 13.34 -8.09 33.23
107 H 13.16 -9.00 34.67
108 H 15.28 -9.52 32.69
109 H 14.09 -10.62 33.54

The multiplicity is 1. The molecular weight is 849.86 g mol⁻¹. The gap between HOMO and LUMO comes out at 9.6049 eV. Its SMILES is O=[N+]([O-])c1ccccc1.O=S1(=O)OCCO1.O=C1CCCO1.O=C1CCCO1.O=C1CCCO1.O=C1CCCO1.O=C1CCCO1.O=C1CCCO1.O=C1CCCO1. The value obtained for the largest force on an atom is 5.9 eV/Å. As for the charge: 0. The LUMO energy comes out at -0.436 eV. The energy above the lowest of the compared OMol25 structures with the same formula, charge and spin comes out at 102.1 kcal per mole.